The following is a quantum chemistry calculation of 3 unconnected molecules or ions with the total composition C12H18N2O4PS, from the Open Molecules 2025 dataset.

Calculated values
Orbital gap, eV: 6.7
HOMO, hartree: -0.411
2S+1: 1
Largest force on an atom, eV/A: 0.580
Calculated total energy, hartree: -1617.84126
Charge: +1

Structure (XYZ):
```
38
Properties=species:S:1:pos:R:3:forces:R:3:nbo_charge:R:1
C 1.9885 -2.4508 -0.7712 0.155 -0.210 0.037 -0.673
C 1.4464 -3.7035 -1.4166 -0.100 0.216 -0.032 -0.058
O 2.4637 -4.4303 -2.2445 -0.081 0.101 0.183 -0.676
S 2.8824 -3.8243 -3.6493 -0.048 -0.349 -0.328 0.680
P 4.9037 -2.9923 -3.2148 0.528 0.207 -0.121 2.229
O 4.7909 -1.8359 -2.3565 -0.251 0.140 0.226 -1.006
O 5.4719 -2.8327 -4.6653 -0.539 -0.098 -0.021 -0.948
O 5.6076 -4.3018 -2.7417 -0.390 -0.039 0.012 -0.950
H 3.0595 -2.5345 -0.5881 -0.013 -0.005 0.016 0.236
H 1.7932 -1.5601 -1.3657 0.052 0.046 0.081 0.228
H 1.5045 -2.3397 0.1983 -0.133 0.185 -0.105 0.272
H 1.1514 -4.4607 -0.6977 0.101 -0.098 -0.071 0.235
H 0.6109 -3.4949 -2.0859 -0.094 -0.122 0.088 0.194
H 2.2326 -2.6371 -3.6996 0.043 0.107 0.149 0.151
H 5.0942 -2.0625 -5.1269 0.446 -0.032 0.005 0.538
H 5.3446 -4.5819 -1.8469 0.282 0.011 -0.076 0.545
N -0.9241 -0.6958 -0.1411 0.073 -0.049 -0.081 -0.444
C -1.2670 -0.4994 -1.4138 -0.002 -0.023 0.005 0.014
C -1.5536 0.7437 -1.9540 0.012 0.011 0.001 -0.259
C -1.4817 1.8530 -1.1251 -0.007 0.008 -0.010 -0.158
C -1.1300 1.6674 0.2010 -0.019 0.037 0.017 -0.248
C -0.8635 0.3795 0.6426 0.016 -0.025 0.041 0.032
H -1.3269 -1.3906 -2.0329 -0.031 0.013 -0.013 0.175
H -1.8324 0.8384 -2.9946 -0.012 -0.010 -0.001 0.224
H -1.7009 2.8424 -1.5039 -0.005 0.004 0.004 0.230
H -1.0697 2.5034 0.8845 -0.007 -0.009 0.018 0.237
H -0.5895 0.1997 1.6761 -0.002 0.022 0.007 0.198
N -3.4944 4.4971 2.5835 0.044 0.001 -0.023 -0.421
C -3.6686 3.1854 2.7238 0.003 -0.020 -0.061 0.024
C -3.5335 2.5150 3.9302 0.008 0.008 0.008 -0.265
C -3.2019 3.2499 5.0575 0.009 -0.004 0.004 -0.167
C -3.0195 4.6169 4.9282 0.000 -0.008 -0.001 -0.256
C -3.1765 5.1901 3.6743 -0.005 0.014 -0.002 0.035
H -3.9292 2.6467 1.8184 -0.018 -0.042 0.029 0.190
H -3.6888 1.4458 3.9822 -0.014 -0.001 -0.007 0.220
H -3.0898 2.7665 6.0193 -0.002 0.000 0.004 0.220
H -2.7612 5.2310 5.7798 -0.004 0.011 -0.001 0.224
H -3.0434 6.2572 3.5365 0.007 0.004 0.019 0.196
```
Positions in Å, forces in eV/Å.